1.
20
Properties=species:S:1:pos:R:3 method="wB97M-V/def2-TZVPD" total_energy_ha=-959.84925 charge=-1 homo_ha=-0.107 e_lumo_ev=2.38 orbital_gap_ev=5.29
C 0.7808 -1.8738 0.7433
C 0.7721 -2.0367 -0.8094
C 1.6421 -1.0031 -0.1130
C -0.0249 2.3507 -0.3971
C 1.3024 0.3483 -0.5507
C 0.5744 1.1424 0.2005
N -2.9875 1.0194 0.1786
O -2.8202 0.9997 1.6171
I 3.8816 -1.7175 -0.1804
I -2.8740 -0.9509 -0.6817
H -0.2273 -1.4373 0.9518
H 1.0366 -2.7918 1.3069
H 1.3377 -2.9316 -1.0925
H -0.1887 -1.7594 -1.3589
H 0.3756 3.2422 -0.0851
H 0.1581 2.4564 -1.4435
H -1.0636 2.3108 -0.1356
H 1.7587 0.6771 -1.5064
H -3.6195 0.8892 2.1351
H 0.1858 1.0659 1.2211


2.
20
Properties=species:S:1:pos:R:3 method="wB97M-V/def2-TZVPD" total_energy_ha=-696.38726 homo_ha="-0.193 / -0.351" e_lumo_ev="0.68 / -3.46" multiplicity=3 orbital_gap_ev="5.93 / 6.08"
C 1.0071 -0.1296 1.2576
C -0.2402 0.1618 0.6585
C 2.1186 -1.0118 0.7461
C -2.1392 0.3436 -1.0720
C 0.2889 0.1109 -1.8315
C -0.7865 -0.2429 -0.8217
N 1.1343 0.5334 2.3906
N -0.8213 1.0396 1.4679
N 0.0364 1.2482 2.4808
I -0.9619 -2.4366 -0.7228
H 2.8211 -0.3395 0.1804
H 2.6034 -1.5937 1.5595
H 1.5028 -1.6377 -0.0139
H -2.8829 -0.0890 -0.3724
H -2.0834 1.3996 -0.7771
H -2.5830 0.1328 -2.0358
H -0.1374 -0.0957 -2.7775
H 1.2325 -0.2903 -1.7035
H 0.2126 1.1551 -1.9330
H -0.3217 1.7419 3.3197


3.
17
Properties=species:S:1:pos:R:3 method="wB97M-V/def2-TZVPD" total_energy_ha=-288.90821 charge=+1 homo_ha=-0.489 e_lumo_ev=-3.83 orbital_gap_ev=9.46
C 1.0059 -0.5137 -3.0882
C 1.4825 -0.5925 -2.0024
C -2.0874 1.7422 -0.3951
C -1.3680 1.0081 0.2355
C 2.3044 -0.8799 -0.8525
C -1.4798 -0.0882 2.2784
N -0.5771 0.3615 1.1484
H 0.6669 -0.2215 -3.9983
H -2.7269 2.0412 -1.1477
H 2.8775 -1.7384 -1.0931
H 1.8217 -1.0130 0.0792
H 2.9869 -0.0005 -0.7685
H -1.3327 0.4421 3.1808
H -2.5302 0.0639 1.9922
H -1.0788 -1.0879 2.3830
H -0.1574 -0.4167 0.5036
H 0.1925 0.8933 1.5446


4.
17
Properties=species:S:1:pos:R:3 method="wB97M-V/def2-TZVPD" smiles="C[NH2+][C@@]1(C)C2=C[C@H]21" total_energy_ha=-288.89638 charge=+1 homo_ha=-0.491 e_lumo_ev=-3.68 orbital_gap_ev=9.67
C 1.2985 -1.3893 -0.3939
N 0.5650 -0.5920 0.6216
C -0.2023 0.5994 0.2010
C 0.6344 1.7245 -0.3282
C -1.4059 -0.2826 -0.9596
C -2.2341 -0.5621 0.1972
C -1.6374 0.6805 0.5604
H 0.5301 -2.0838 -0.9006
H 1.7846 -0.8121 -1.1301
H 1.8394 -2.1397 0.1064
H 1.3440 -0.3213 1.2041
H 0.2451 -1.4496 0.9711
H 1.4364 2.0440 0.3229
H 0.0415 2.5470 -0.3415
H 1.0675 1.3699 -1.3201
H -3.1691 -0.9107 0.2956
H -2.1374 1.5778 0.8936


5.
17
Properties=species:S:1:pos:R:3 method="wB97M-V/def2-TZVPD" total_energy_ha=-288.92171 charge=+1 homo_ha=-0.559 e_lumo_ev=-5.09 orbital_gap_ev=10.13
C 2.6974 -0.7321 -0.0754
C 1.7691 -1.4991 0.2555
C 0.7387 -0.5912 0.4522
C -1.6075 -1.5172 -0.0268
C -0.5628 1.1348 -0.1633
C -0.4203 -0.3785 -0.3764
N 3.2164 0.4440 -0.1649
H 0.4802 -0.3535 1.5179
H -1.2460 -2.4593 -0.5225
H -2.4371 -1.0786 -0.6588
H -1.8353 -1.6159 1.0610
H -0.3874 1.6056 -1.1916
H 0.2606 1.5278 0.5065
H -1.5393 1.3359 0.2334
H -0.2147 -0.3784 -1.4061
H 4.0245 0.7214 0.3643
H 3.2183 0.6967 -1.2068


6.
17
Properties=species:S:1:pos:R:3 method="wB97M-V/def2-TZVPD" smiles="C=C=C=C([NH3+])CC" total_energy_ha=-288.99108 charge=+1 homo_ha=-0.490 e_lumo_ev=-4.24 orbital_gap_ev=9.08
C 3.9322 0.2937 -0.0074
C 2.6655 0.1266 -0.3931
C 1.4176 -0.0143 -0.5179
C 0.1354 -0.2117 -0.5391
N -0.2108 -1.7266 0.1270
C -1.0929 0.6262 -0.5481
C -1.5275 0.9715 0.8448
H 4.4740 -0.3673 0.7203
H 4.4858 1.2226 -0.5106
H 0.6895 -2.1922 0.2659
H -0.7058 -2.2564 -0.5956
H -0.8349 -1.7204 0.9169
H -1.9122 0.0161 -1.1121
H -0.9820 1.6105 -1.1162
H -1.7262 -0.0291 1.3243
H -2.4970 1.4454 0.8639
H -0.7023 1.3885 1.3780


7.
17
Properties=species:S:1:pos:R:3 method="wB97M-V/def2-TZVPD" smiles=C#C[C@@]1(C)C[N@H+]1C total_energy_ha=-288.97423 charge=+1 homo_ha=-0.543 e_lumo_ev=-3.07 orbital_gap_ev=11.71
C 2.2533 1.6961 0.3997
C 1.2240 1.0936 0.2762
C 0.1095 0.1480 0.6180
C 0.5899 -0.7164 1.7360
C -1.3045 0.4895 0.3332
N -0.6442 -0.4212 -0.4853
C -0.2942 -0.0064 -1.8787
H 2.9381 2.4743 0.4788
H 1.4617 -1.0571 1.1599
H -0.2399 -1.3484 2.0718
H 0.7061 0.0227 2.5355
H -2.1611 0.1487 1.1025
H -1.4988 1.4845 -0.0216
H -0.8935 -1.3741 -0.5301
H -1.1053 0.2314 -2.4614
H 0.3836 0.9185 -1.7916
H 0.2770 -0.7884 -2.2966